No. 1
{
  "formula": "C31H36BrClLaN11O3PS2",
  "method": "the ωB97M-V functional and the def2-TZVPD basis",
  "species": ["La", "C", "N", "C", "C", "N", "C", "S", "C", "C", "C", "C", "C", "N", "H", "H", "H", "H", "H", "H", "H", "H", "H", "C", "C", "N", "N", "C", "S", "N", "N", "H", "H", "H", "H", "H", "H", "Br", "C", "C", "C", "C", "C", "N", "C", "O", "O", "H", "H", "H", "C", "N", "C", "C", "C", "N", "C", "O", "N", "H", "H", "H", "H", "H", "H", "H", "C", "P", "C", "C", "C", "C", "C", "C", "C", "H", "H", "H", "H", "H", "H", "H", "H", "H", "H", "H", "Cl"],
  "coordinates": [[-0.484284, -0.843324, 0.786666], [1.764505, -4.467936, 3.259299], [0.979037, -3.363973, 3.799674], [1.188569, -2.624603, 4.991518], [0.102584, -1.814963, 5.121293], [-0.756148, -2.149138, 4.081028], [-0.195885, -3.046155, 3.231602], [-0.890683, -3.677403, 1.785603], [-2.102837, -1.635006, 3.992411], [-2.937933, -1.639387, 5.110264], [-4.177707, -1.041659, 4.985237], [-4.571770, -0.561891, 3.733600], [-3.681386, -0.664327, 2.686818], [-2.446749, -1.128174, 2.822167], [1.690781, -4.354547, 2.179581], [1.364886, -5.462730, 3.538192], [2.746672, -4.428457, 3.659513], [2.108533, -2.667266, 5.557403], [-0.122997, -1.011453, 5.805733], [-2.567298, -2.108339, 6.029207], [-4.844876, -1.027140, 5.839810], [-5.567565, -0.159427, 3.601832], [-3.946550, -0.302114, 1.653004], [-1.010532, 0.594985, -4.865606], [-1.960190, -0.143737, -3.994737], [-3.025132, -0.791742, -4.417312], [-3.512538, -1.415471, -3.280025], [-2.773590, -1.182945, -2.203284], [-3.050378, -1.701327, -0.637170], [-1.830687, -0.295267, -2.620136], [-0.829195, 0.203329, -1.726112], [-1.214830, 0.474991, -5.925903], [0.018797, 0.260193, -4.656215], [-0.998250, 1.688658, -4.682316], [-4.283458, -2.081339, -3.383601], [0.097122, 0.040669, -2.181371], [-1.041294, 1.200399, -1.545040], [-0.780458, -3.730241, -2.405983], [0.991832, -3.371193, -1.844516], [2.067663, -4.036718, -2.459865], [3.373843, -3.748514, -2.093462], [3.564361, -2.832839, -1.084279], [2.469602, -2.270437, -0.457127], [1.193084, -2.562388, -0.790529], [2.737659, -1.447303, 0.820274], [3.878543, -1.185221, 1.137358], [1.660284, -1.222293, 1.492231], [1.864036, -4.706869, -3.249987], [4.202453, -4.205975, -2.631841], [4.536805, -2.554245, -0.649355], [3.829881, 0.326387, -4.090897], [3.610016, 0.734913, -2.735549], [4.539326, 1.372626, -2.004273], [4.343614, 1.700444, -0.702148], [3.046904, 1.442338, -0.144699], [2.124411, 0.752235, -0.853516], [2.371054, 0.451203, -2.124756], [1.527469, -0.070656, -2.878927], [2.837589, 1.832233, 1.103645], [4.870423, 0.440728, -4.325950], [3.243775, 0.986499, -4.791263], [3.516039, -0.717346, -4.245902], [5.474543, 1.526731, -2.473751], [5.126432, 2.145525, -0.078544], [3.581302, 2.263140, 1.638884], [1.984324, 1.558190, 1.588813], [-2.923678, 3.115496, 2.010235], [-2.510431, 2.118870, 0.536513], [-4.087048, 2.427881, -0.323301], [-1.401712, 3.393112, -0.263467], [-0.245277, 3.764260, 0.413414], [0.706810, 4.564148, -0.225559], [0.507819, 5.029489, -1.504522], [-0.636179, 4.727790, -2.147726], [-1.607191, 3.930634, -1.549987], [-2.009982, 3.182669, 2.599878], [-3.719183, 2.678711, 2.560254], [-3.201397, 4.121893, 1.679411], [-4.371779, 3.481228, -0.363756], [-4.891988, 1.931807, 0.214817], [-4.112397, 1.952781, -1.339403], [-0.003215, 3.415779, 1.412373], [1.617862, 4.862467, 0.261997], [1.293164, 5.558609, -2.015580], [-0.832329, 5.145389, -3.120969], [-2.490361, 3.744797, -2.137760], [-0.105077, 1.309241, 2.506431]],
  "forces_ev_per_angstrom": [[-0.6381, 0.0991, -0.1699], [-0.7841, -0.2861, 0.0210], [0.1502, -0.2835, 0.7745], [-0.6973, 0.1564, -1.0895], [0.6485, -0.9243, -0.0623], [-1.1531, 1.2485, 0.1449], [-0.3115, -0.3696, 0.1278], [0.3775, 0.2233, 0.5866], [0.4343, 0.1039, 0.1068], [0.9414, -0.2566, -0.0165], [-0.1519, -0.2439, -0.2376], [-0.1229, -0.2943, 0.7006], [-0.6030, 0.9428, -1.4407], [0.3885, -0.2306, -0.2400], [0.4744, -0.2015, -0.0086], [-0.1900, 0.6475, -0.0924], [0.9922, 0.2990, 0.0025], [-0.1785, -0.0975, -0.1849], [0.0179, -0.2085, -0.0393], [-0.3560, 0.2915, -0.3265], [-0.0014, 0.1254, -0.1294], [0.1161, 0.0556, -0.1314], [0.2377, -0.4235, 1.2336], [0.7340, 0.7961, 0.2872], [-0.9721, -0.1789, -0.5054], [1.0789, 0.1413, 0.7790], [-0.1291, -0.2374, -1.0837], [-0.5270, 0.7704, 0.5663], [-0.2359, -0.3147, 0.3872], [0.6420, -0.2118, 0.2944], [-1.2864, -0.0905, -0.6247], [-0.2766, -0.3167, 0.1218], [-0.3685, -0.0035, -0.0819], [-0.2105, -0.5281, 0.1770], [0.5519, 0.5503, 0.3009], [0.1577, 0.4019, -0.0608], [0.4526, -0.5363, -0.3674], [0.4697, -0.0277, 0.0717], [1.4979, -0.0480, 0.9961], [-0.5962, 0.8554, 0.2179], [-0.3487, 0.0183, -0.3921], [0.7760, 0.4320, 0.7299], [-0.1616, -0.5729, 0.2931], [-0.1288, 0.4408, -0.8197], [-0.6077, -0.8068, -0.0414], [-0.0004, 0.1688, -0.1123], [0.6462, 0.1346, 0.2098], [-0.1932, -0.6499, -0.6842], [-0.1740, -0.0174, 0.2646], [-0.4346, -0.2029, -0.5234], [-1.0497, 0.2942, -1.3616], [-0.9278, 0.0407, 1.4079], [0.1295, -0.1661, 1.2389], [-0.0678, 0.3423, -0.3328], [0.8720, -0.5242, -0.3824], [-0.0689, 0.9045, 1.2687], [0.3134, -0.0474, -1.5865], [0.0530, -0.3137, 0.1473], [-0.6253, -0.1317, 0.0750], [0.5209, -0.0090, -0.0667], [0.4899, -0.7518, 0.6057], [0.1118, 0.4533, 0.1212], [0.7995, 0.2095, -0.4544], [-0.3409, -0.1599, -0.5028], [-0.2431, -0.2532, -0.2629], [0.0472, 0.0752, 0.0485], [1.1142, 0.5816, -0.3857], [-0.0688, 0.9188, -0.2355], [-0.4620, -0.6621, -1.2580], [-0.4574, -0.4018, -0.4424], [1.0613, 0.5072, -0.2020], [-0.2338, -0.1013, 0.5051], [1.3707, 0.0440, 0.3179], [-1.7164, -0.2316, -0.7190], [0.3055, -0.2856, 0.3164], [-0.2737, 0.0082, 0.2820], [-0.6638, -0.4616, 0.6520], [-0.0507, -0.1671, 0.0900], [0.2415, -0.0019, -0.2110], [0.0062, -0.2046, 0.2439], [0.0726, 0.6039, 0.6895], [-0.3118, 0.0365, -0.2524], [0.1758, -0.1528, 0.3961], [0.0992, 0.3735, 0.0084], [-0.0342, -0.0453, -0.2795], [-0.3468, -0.2585, 0.1425], [0.2121, -0.4016, 0.4493]],
  "e_homo_ha": -0.387,
  "molar_mass_g_mol": 960.07,
  "total_energy_ev": -169651.83027,
  "max_force_ha_per_bohr": 0.036,
  "homo_lumo_gap_ha": 0.31345,
  "charge": 1
}



No. 2
{
  "formula": "C3H6NO2P2",
  "method": "the ωB97M-V functional and the def2-TZVPD basis",
  "species": ["C", "C", "C", "N", "O", "O", "P", "P", "H", "H", "H", "H", "H", "H"],
  "coordinates": [[-2.302424, 0.281323, 0.958308], [-1.403921, 0.360851, -0.077105], [-1.445389, -1.682295, 0.769586], [-2.345315, -1.014016, 1.430605], [-0.788248, -0.876025, -0.190518], [-0.913900, 1.370266, -0.767708], [2.759044, 1.280862, -0.227123], [1.666756, -0.157108, -1.365143], [-2.927902, 1.002422, 1.355465], [-1.530369, -2.796443, 0.863266], [3.001844, -0.422179, -2.000820], [2.472548, 2.472863, -0.947199], [1.718118, 1.408432, 0.661352], [2.039159, -1.228959, -0.462968]],
  "forces_ev_per_angstrom": [[0.4197, -1.7984, -0.3799], [2.2515, 4.0169, -1.4503], [-1.2242, 0.1699, 0.4344], [0.5364, -0.2247, -0.2480], [-1.0861, -1.9460, 0.8360], [-1.3823, -2.8178, 1.5095], [1.1716, 0.6537, 0.6799], [1.3119, -1.3983, -1.5100], [-0.9397, 1.3749, 0.4729], [1.1745, 1.2056, -0.8828], [-1.0219, -0.0232, 0.0207], [-0.2813, -0.2376, -0.0370], [-0.6391, 0.5038, 0.6989], [-0.2910, 0.5213, -0.1443]],
  "e_homo_ha": -0.107,
  "molar_mass_g_mol": 150.03,
  "total_energy_ev": -27369.96453,
  "max_force_ha_per_bohr": 0.094,
  "homo_lumo_gap_ha": 0.25677,
  "charge": -1
}



No. 3
{
  "formula": "C5H12NO",
  "method": "the ωB97M-V functional and the def2-TZVPD basis",
  "species": ["C", "N", "C", "C", "C", "C", "O", "H", "H", "H", "H", "H", "H", "H", "H", "H", "H", "H", "H"],
  "coordinates": [[-1.716169, -2.057779, -2.827408], [-1.996709, -1.610527, -1.591729], [-1.099671, 0.236098, 0.990162], [0.203587, -0.370645, 0.535375], [1.317843, 0.488014, 0.025402], [1.534405, 1.776771, 0.877178], [1.833275, 1.550226, 2.156077], [-2.107038, -1.492908, -3.708126], [-0.895394, -1.881204, -1.750399], [-1.726636, -3.165145, -2.886065], [2.298271, -0.054539, 0.112835], [-0.917280, 1.007725, 1.792097], [-1.675409, 0.712359, 0.136089], [-1.931700, -0.414582, 1.325350], [0.601307, -0.908692, 1.407287], [-0.046221, -1.072123, -0.285290], [1.210746, 0.888490, -1.029446], [2.311927, 2.415438, 0.345702], [0.605774, 2.406743, 0.727836]],
  "forces_ev_per_angstrom": [[-4.4694, 0.7083, 1.4144], [2.2354, 0.0007, -3.1013], [-1.6346, 2.1888, -0.3434], [-0.4723, -1.6037, -0.0125], [1.4148, 1.9563, -0.4361], [0.1042, 0.4465, 0.1508], [-0.0755, -0.2375, 0.2687], [0.4325, -0.3439, -0.0289], [-0.1254, -0.7113, 2.1271], [1.6883, 0.2426, -0.5863], [-0.8537, 0.1702, -0.3089], [-0.1775, -0.7170, -0.8337], [1.0074, 0.0622, 0.6749], [1.0277, -0.4973, 0.2397], [-0.0119, -0.1800, -0.3558], [0.2516, -0.2087, 0.6999], [-0.2049, -0.7839, 0.6701], [-0.0507, -0.3519, -0.1745], [-0.0861, -0.1403, -0.0643]],
  "e_homo_ha": -0.074,
  "molar_mass_g_mol": 102.16,
  "total_energy_ev": -8911.93721,
  "max_force_ha_per_bohr": 0.092,
  "homo_lumo_gap_ha": 0.16427,
  "charge": -1
}